# C15H47N2O10

A cluster of 10 separate species, C15H47N2O10 in total at a distorted geometry (the ωB97M-V functional and the def2-TZVPD basis, OMol25).

Computed properties:
Multiplicity: 1
Total charge: +1
Energy relative to the best compared isomer or geometry (same formula, charge and spin) (kJ/mol): 0.0

Element x y z (Å)
C 2.40931 -3.66502 -0.53579
C 1.44538 -2.70146 -1.33402
O 1.75532 -1.29779 -1.21543
C 3.03928 -0.97967 -1.73510
C 3.24933 0.58938 -1.60151
N 4.57857 1.02110 -1.63116
C 4.50581 2.43774 -1.45826
C 3.09410 2.78357 -1.34531
N 2.30969 1.58428 -1.45805
H 2.20302 -4.76295 -0.67977
H 3.50160 -3.51825 -0.82195
H 2.33274 -3.38513 0.56935
H 0.41297 -2.83043 -0.87382
H 1.31744 -3.04532 -2.41488
H 3.21738 -1.32835 -2.79885
H 3.85519 -1.43193 -1.07964
H 5.42433 0.46125 -1.74767
H 5.35457 3.16606 -1.42174
H 2.64490 3.79377 -1.18598
H 1.29353 1.44315 -1.44247
C 0.03264 5.80897 -0.29851
O 0.09932 4.57849 0.41562
H -0.62127 6.49256 0.24067
H 1.03047 6.24528 -0.37299
H -0.37260 5.63354 -1.29777
H 0.68208 3.99426 -0.08195
C 2.01566 -1.21003 2.68333
O 2.60036 -2.45374 3.04112
H 2.75092 -0.61900 2.13638
H 1.14403 -1.38506 2.04575
H 1.71515 -0.66786 3.58321
H 1.92893 -2.95529 3.52278
C 2.70792 8.32677 -1.59700
O 2.40954 7.11145 -2.27790
H 2.09029 8.38708 -0.70190
H 3.76195 8.34170 -1.30949
H 2.48758 9.17770 -2.24496
H 2.96693 7.08135 -3.06420
C -1.08076 1.36261 -4.05654
O -1.13712 1.31448 -2.63124
H -1.47938 2.31812 -4.39286
H -0.04218 1.26727 -4.38605
H -1.68150 0.55271 -4.47532
H -0.78003 0.45903 -2.36129
C -4.23258 -0.36258 -3.06717
O -4.17322 -0.26720 -4.48473
H -3.29407 -0.00021 -2.64873
H -5.05570 0.25003 -2.69319
H -4.38024 -1.40574 -2.77639
H -5.01449 -0.59356 -4.82547
C 1.99473 -3.62319 6.66330
O 1.82414 -4.63774 5.68055
H 1.82457 -2.65167 6.19942
H 1.27472 -3.76975 7.47087
H 3.01319 -3.66229 7.05804
H 1.97999 -5.48326 6.11602
C -1.62658 -5.28354 8.96763
O -0.23410 -4.99361 8.94000
H -2.14697 -4.55811 8.34395
H -1.80398 -6.28847 8.57669
H -1.99975 -5.21215 9.99197
H 0.20418 -5.64703 9.49747
C -3.00071 -3.76050 -0.95793
O -4.35775 -3.49060 -0.64296
H -2.51841 -2.83147 -1.26231
H -2.49168 -4.16169 -0.07703
H -2.95081 -4.48042 -1.77911
H -4.75855 -4.32694 -0.37864
C -6.56913 2.54551 -3.70119
O -6.87790 1.33631 -4.38133
H -7.18560 2.61010 -2.80561
H -5.51373 2.55069 -3.41465
H -6.78217 3.39968 -4.34843
H -6.32081 1.30302 -5.16788

=====

# C15H47N2O10S

A cluster of 11 separate species, C15H47N2O10S in total at a distorted geometry (the ωB97M-V functional and the def2-TZVPD basis, OMol25).

Computed properties:
Multiplicity: 1
Total charge: -1

Element x y z (Å)
C 2.53262 -1.25991 0.55273
C 1.51802 -1.67845 -0.49293
C 1.18622 -3.15924 -0.59608
N 0.93829 -0.80316 -1.25707
C -0.04979 -0.15166 -0.32304
N -1.50631 -0.85237 -0.53336
C -1.80687 -1.54694 0.39409
S -2.14786 -2.58371 1.58164
H 2.18792 -0.31567 0.97102
H 2.54752 -1.99270 1.36271
H 3.54229 -1.17659 0.14237
H 1.47729 -3.69788 0.30715
H 0.10777 -3.22588 -0.74763
H 1.67064 -3.59757 -1.47461
H 0.22122 -0.37665 0.72643
C 1.75985 2.98222 -0.94660
O 3.07591 3.08209 -0.38190
H 1.43611 1.94519 -0.88263
H 1.05737 3.60564 -0.38613
H 1.76742 3.28798 -1.99604
H 3.34930 4.00075 -0.44335
C -0.41400 -1.99645 -4.40153
O 0.86922 -1.38670 -4.41799
H -0.75158 -2.10973 -5.42830
H -0.36652 -2.97966 -3.92322
H -1.12508 -1.36888 -3.85417
H 1.12679 -1.29734 -3.48890
C -1.16065 -2.55522 -8.32761
O -2.18542 -2.32343 -7.37104
H -0.51911 -3.33846 -7.93118
H -1.57631 -2.88727 -9.28413
H -0.55928 -1.65690 -8.48930
H -2.75494 -1.62628 -7.70809
C -1.18309 1.56411 2.79873
O 0.16203 1.20654 3.15095
H -1.84760 1.12198 3.53387
H -1.30284 2.64874 2.81813
H -1.42645 1.17920 1.80588
H 0.74238 1.59730 2.48653
C 2.77886 -0.51103 4.38469
O 1.75578 -1.07209 3.57907
H 3.53443 -1.26910 4.55818
H 3.24529 0.34057 3.87753
H 2.37633 -0.17829 5.34876
H 1.08026 -0.39011 3.40324
C -1.81382 1.73164 6.52735
O -2.58209 2.50801 5.62104
H -0.79894 1.70451 6.13710
H -1.80221 2.17009 7.52992
H -2.19805 0.71112 6.58018
H -3.49147 2.54682 5.92848
C -3.01454 1.43423 -5.14248
O -1.61595 1.67857 -5.07677
H -3.47382 2.26128 -5.67820
H -3.22062 0.49942 -5.67698
H -3.44709 1.37700 -4.13974
H -1.22015 0.94325 -4.59593
C -0.21616 -1.38642 5.89594
O -0.19092 -2.65509 5.27324
H -1.09734 -1.34780 6.53472
H 0.67715 -1.23258 6.51148
H -0.28592 -0.59159 5.14963
H 0.57966 -2.66221 4.69086
C -6.18047 4.10602 -6.48266
O -4.86297 4.13127 -5.95386
H -6.54342 3.08438 -6.39869
H -6.84854 4.76435 -5.92008
H -6.19340 4.39971 -7.53642
H -4.53089 5.03069 -6.02232
C 6.56550 -1.59505 5.88994
O 5.88283 -1.15700 4.72438
H 5.98135 -2.40418 6.32213
H 7.56439 -1.97120 5.65045
H 6.65280 -0.79129 6.62680
H 6.39005 -0.43952 4.33428

=====

no.,lowest unoccupied orbital energy (eV)
1,-3.113
2,2.349